Record 1
Computed, not measured: a cluster of 11 separate species, C99H209N11O11 in total, with wB97M-V/def2-TZVPD.

```
330
Properties=species:S:1:pos:R:3
C 2.591 4.501 5.439
C 2.496 3.014 5.004
C 1.156 2.883 4.306
C 3.707 2.743 4.006
C 4.024 1.345 3.756
C 4.335 0.726 5.083
C 3.179 0.781 6.166
C 2.137 -0.198 5.650
C 3.857 0.286 7.461
N 2.684 2.203 6.220
O 1.586 2.336 7.042
H 3.650 4.659 5.644
H 2.097 5.198 4.762
H 2.075 4.736 6.370
H 0.274 3.264 4.821
H 1.234 3.356 3.327
H 0.829 1.865 4.093
H 3.577 3.254 3.052
H 4.654 3.197 4.299
H 3.214 0.870 3.202
H 4.960 1.340 3.197
H 5.263 1.213 5.384
H 4.426 -0.323 4.800
H 1.357 -0.228 6.410
H 2.549 -1.161 5.348
H 1.628 0.070 4.724
H 4.608 1.017 7.763
H 4.349 -0.671 7.287
H 3.149 0.069 8.261
H 2.032 2.521 7.872
C 3.397 -5.214 3.139
C 2.066 -5.210 3.986
C 1.992 -6.400 5.071
C 1.891 -3.835 4.725
C 0.539 -3.689 5.386
C -0.624 -3.708 4.225
C -0.584 -5.065 3.420
C -1.275 -6.165 4.199
C -1.305 -4.868 2.121
N 0.861 -5.346 3.068
O 0.871 -6.556 2.339
H 3.457 -6.224 2.734
H 3.459 -4.594 2.245
H 4.246 -5.151 3.819
H 1.841 -7.339 4.539
H 2.912 -6.330 5.651
H 1.119 -6.331 5.720
H 2.667 -3.624 5.460
H 2.043 -3.190 3.859
H 0.296 -4.349 6.219
H 0.496 -2.783 5.990
H -0.454 -2.846 3.579
H -1.560 -3.660 4.782
H -1.198 -7.157 3.755
H -2.339 -5.968 4.330
H -0.870 -6.140 5.210
H -1.304 -5.820 1.590
H -0.814 -4.104 1.517
H -2.353 -4.665 2.341
H 1.056 -6.153 1.487
C -5.855 3.600 -2.945
C -6.663 2.428 -2.178
C -6.622 2.814 -0.654
C -8.133 2.582 -2.570
C -8.521 1.786 -3.891
C -8.078 0.344 -3.760
C -6.540 0.155 -3.521
C -6.401 -1.383 -3.221
C -5.712 0.516 -4.758
N -6.120 1.029 -2.363
O -4.838 0.772 -1.722
H -6.074 3.410 -3.996
H -6.197 4.589 -2.637
H -4.804 3.402 -2.736
H -7.073 3.791 -0.483
H -7.230 2.126 -0.066
H -5.601 2.583 -0.349
H -8.822 2.189 -1.823
H -8.376 3.624 -2.780
H -9.582 1.745 -4.140
H -8.002 2.227 -4.742
H -8.289 -0.141 -4.713
H -8.673 -0.128 -2.978
H -6.826 -2.005 -4.010
H -6.936 -1.646 -2.309
H -5.366 -1.713 -3.145
H -5.869 -0.215 -5.552
H -4.659 0.308 -4.569
H -5.794 1.575 -5.002
H -5.206 0.414 -0.911
C -1.731 -0.978 -2.261
C -0.834 -0.041 -1.308
C -0.399 1.332 -1.929
C -1.591 0.365 -0.053
C -0.658 0.845 1.118
C 0.309 -0.324 1.472
C 1.195 -0.758 0.243
C 2.324 0.342 0.178
C 1.885 -2.099 0.583
N 0.386 -0.892 -1.024
O 1.112 -1.353 -2.122
H -2.100 -1.804 -1.653
H -2.586 -0.392 -2.598
H -1.237 -1.392 -3.140
H 0.021 2.081 -1.257
H 0.398 1.071 -2.624
H -1.153 1.791 -2.569
H -2.344 1.089 -0.367
H -2.097 -0.474 0.424
H -0.137 1.781 0.917
H -1.227 1.060 2.022
H -0.333 -1.122 1.845
H 0.910 -0.099 2.353
H 1.826 1.311 0.149
H 3.040 0.388 -0.643
H 2.787 0.453 1.158
H 2.540 -2.407 -0.232
H 1.152 -2.890 0.742
H 2.512 -2.095 1.474
H 0.754 -2.233 -2.259
C 7.029 -4.364 0.207
C 6.760 -3.383 -0.977
C 5.274 -2.956 -0.916
C 7.592 -2.140 -0.784
C 7.526 -1.195 -1.953
C 8.009 -1.931 -3.223
C 7.327 -3.323 -3.514
C 6.030 -3.010 -4.289
C 8.301 -4.214 -4.401
N 7.103 -4.130 -2.238
O 6.376 -5.268 -2.513
H 7.962 -4.912 0.342
H 7.019 -3.887 1.187
H 6.375 -5.234 0.262
H 4.948 -2.465 0.002
H 4.868 -2.314 -1.697
H 4.784 -3.929 -0.889
H 7.292 -1.587 0.106
H 8.580 -2.519 -0.522
H 6.524 -0.779 -2.063
H 8.154 -0.312 -1.833
H 9.080 -1.993 -3.027
H 7.792 -1.284 -4.072
H 6.229 -2.451 -5.203
H 5.307 -2.318 -3.857
H 5.538 -3.952 -4.531
H 7.850 -5.134 -4.774
H 9.104 -4.631 -3.794
H 8.773 -3.837 -5.308
H 6.925 -5.888 -2.027
C 4.172 3.546 0.053
C 5.453 4.423 0.117
C 5.951 4.625 1.556
C 6.644 3.741 -0.535
C 6.655 3.826 -2.058
C 6.631 5.335 -2.526
C 5.362 6.083 -1.929
C 5.603 7.571 -2.259
C 4.157 5.591 -2.862
N 5.188 5.742 -0.539
O 4.357 6.637 0.162
H 4.279 2.724 0.762
H 3.303 4.162 0.282
H 3.968 3.142 -0.938
H 5.369 5.342 2.136
H 5.867 3.662 2.058
H 6.951 5.042 1.675
H 7.611 4.203 -0.336
H 6.762 2.690 -0.272
H 7.576 3.361 -2.409
H 5.838 3.270 -2.518
H 6.595 5.394 -3.614
H 7.545 5.860 -2.249
H 5.759 7.742 -3.324
H 6.436 7.871 -1.624
H 4.659 8.107 -2.153
H 4.370 4.554 -3.122
H 3.899 6.144 -3.766
H 3.255 5.541 -2.252
H 4.970 7.040 0.781
C -6.639 3.970 4.882
C -5.387 3.226 4.271
C -5.333 3.364 2.652
C -4.102 3.908 4.796
C -2.763 3.103 4.496
C -2.903 1.684 5.068
C -4.224 0.980 4.578
C -4.004 0.515 3.110
C -4.482 -0.206 5.568
N -5.422 1.878 4.784
O -6.567 1.212 4.427
H -6.376 4.996 5.139
H -7.313 4.086 4.033
H -7.276 3.512 5.639
H -5.817 4.286 2.330
H -4.392 3.328 2.103
H -6.086 2.746 2.161
H -3.999 4.913 4.388
H -4.156 4.049 5.876
H -2.537 3.137 3.431
H -1.891 3.549 4.974
H -2.855 1.719 6.156
H -2.022 1.102 4.798
H -3.507 -0.443 2.957
H -3.515 1.306 2.542
H -4.901 0.243 2.553
H -4.572 0.118 6.605
H -3.628 -0.870 5.436
H -5.432 -0.713 5.396
H -6.688 0.760 5.266
C -0.483 0.372 -5.799
C 0.966 0.525 -6.431
C 1.010 -0.439 -7.774
C 1.071 2.114 -6.732
C 2.492 2.516 -7.071
C 3.507 2.154 -5.972
C 3.423 0.582 -5.497
C 4.167 -0.286 -6.507
C 4.247 0.567 -4.098
N 1.993 0.178 -5.429
O 1.708 -1.034 -4.779
H -1.270 0.781 -6.433
H -0.726 -0.667 -5.577
H -0.596 0.947 -4.880
H 0.256 -0.129 -8.498
H 1.954 -0.489 -8.317
H 0.779 -1.461 -7.471
H 0.446 2.613 -7.472
H 0.873 2.662 -5.810
H 2.714 2.021 -8.016
H 2.619 3.578 -7.277
H 3.499 2.915 -5.191
H 4.498 2.216 -6.423
H 3.865 -0.073 -7.533
H 3.898 -1.316 -6.275
H 5.246 -0.350 -6.369
H 3.615 0.916 -3.281
H 5.214 1.067 -4.146
H 4.311 -0.462 -3.742
H 1.322 -0.760 -3.944
C -2.270 9.941 1.624
C -2.617 8.818 0.706
C -4.113 8.437 0.817
C -2.293 9.249 -0.796
C -1.829 8.135 -1.753
C -0.770 7.259 -1.123
C -1.291 6.567 0.236
C -2.358 5.472 -0.099
C -0.110 5.823 0.909
N -1.750 7.631 1.161
O -2.048 7.239 2.424
H -2.981 10.743 1.423
H -2.341 9.677 2.679
H -1.226 10.246 1.553
H -4.740 9.287 0.548
H -4.287 7.592 0.150
H -4.501 8.013 1.743
H -3.073 9.880 -1.221
H -1.473 9.964 -0.727
H -2.765 7.609 -1.946
H -1.507 8.606 -2.682
H 0.060 7.851 -0.736
H -0.339 6.517 -1.796
H -2.032 4.718 -0.815
H -3.322 5.832 -0.457
H -2.758 4.991 0.794
H -0.339 5.489 1.921
H 0.679 6.541 1.137
H 0.316 4.990 0.350
H -1.267 7.526 2.903
C -3.894 -4.771 -0.185
C -5.217 -4.907 0.644
C -6.447 -4.516 -0.158
C -5.228 -6.367 1.115
C -6.176 -6.633 2.345
C -5.883 -5.673 3.492
C -5.772 -4.157 3.098
C -7.161 -3.506 3.032
C -5.020 -3.552 4.218
N -4.974 -4.085 1.848
O -4.728 -2.738 1.457
H -3.962 -5.448 -1.037
H -3.807 -3.774 -0.617
H -2.908 -4.775 0.280
H -6.775 -5.176 -0.961
H -7.418 -4.300 0.290
H -6.305 -3.545 -0.632
H -5.580 -7.030 0.325
H -4.248 -6.818 1.266
H -7.207 -6.486 2.022
H -6.134 -7.656 2.718
H -5.040 -6.024 4.087
H -6.767 -5.838 4.109
H -7.719 -3.322 3.950
H -7.782 -4.233 2.508
H -7.130 -2.670 2.333
H -5.032 -2.466 4.304
H -3.970 -3.803 4.367
H -5.535 -3.818 5.141
H -3.808 -2.581 1.681
C 1.286 -5.555 -1.046
C 1.601 -5.823 -2.509
C 3.125 -5.796 -2.852
C 1.263 -7.355 -2.774
C -0.254 -7.613 -2.904
C -0.980 -6.653 -3.881
C -0.458 -5.144 -3.767
C -0.901 -4.530 -5.137
C -1.272 -4.402 -2.668
N 1.011 -4.992 -3.597
O 1.409 -3.684 -3.701
H 1.355 -4.501 -0.777
H 0.228 -5.698 -0.824
H 1.840 -6.172 -0.338
H 3.510 -6.405 -2.034
H 3.405 -6.232 -3.811
H 3.558 -4.797 -2.796
H 1.838 -7.710 -3.630
H 1.562 -8.078 -2.015
H -0.443 -8.633 -3.239
H -0.700 -7.597 -1.910
H -2.059 -6.514 -3.823
H -0.860 -6.984 -4.912
H -0.455 -5.097 -5.954
H -0.581 -3.497 -5.273
H -1.991 -4.543 -5.145
H -1.647 -4.955 -1.807
H -2.053 -3.759 -3.075
H -0.713 -3.564 -2.251
H 1.835 -3.763 -4.558
```

**E**: -144945.7877 eV
**SMILES**: CC1(C)CCCC(C)(C)N1O.CC1(C)CCCC(C)(C)N1O.CC1(C)CCCC(C)(C)N1O.CC1(C)CCCC(C)(C)N1O.CC1(C)CCCC(C)(C)N1O.CC1(C)CCCC(C)(C)N1O.CC1(C)CCCC(C)(C)N1O.CC1(C)CCCC(C)(C)N1O.CC1(C)CCCC(C)(C)N1O.CC1(C)CCCC(C)(C)N1O.CC1(C)CCCC(C)(C)N1O
**Highest occupied orbital energy**: -7.688 eV
**Frontier orbital gap**: 8.137 eV
**F_max**: 4.8 eV/A

Record 2
Computed, not measured: a structure of composition C9H10Cl10F12N2O8S4V, with wB97M-V/def2-TZVPD.

```
56
Properties=species:S:1:pos:R:3
V 0.381 -2.595 -0.006
C 1.153 1.184 -1.483
F 0.566 2.451 -1.393
F 1.923 1.109 -2.614
F 1.809 0.903 -0.378
S -0.259 -0.161 -1.606
O -1.394 0.475 -2.251
O 0.359 -1.299 -2.242
N -0.507 -0.742 0.012
S -1.598 0.240 0.595
O -1.479 1.649 0.273
O -2.943 -0.307 0.416
C -1.166 0.083 2.529
F -1.216 -1.217 2.817
F 0.081 0.527 2.754
F -2.099 0.781 3.220
C 3.935 -2.929 -2.308
F 5.228 -2.689 -2.491
F 3.303 -1.952 -2.894
F 3.660 -4.074 -2.901
S 3.441 -3.008 -0.382
O 4.592 -3.311 0.471
O 2.870 -1.699 -0.097
N 1.941 -3.936 -0.269
S 2.467 -5.357 0.108
O 3.750 -5.739 -0.441
O 2.287 -5.537 1.541
C 1.338 -6.596 -0.766
F 1.321 -6.329 -2.097
F 1.877 -7.815 -0.630
F 0.117 -6.562 -0.283
C 1.595 2.184 5.555
Cl 0.203 1.139 5.933
Cl 3.045 1.274 5.801
H 1.532 2.472 4.506
H 1.564 2.972 6.307
C 2.468 4.270 0.244
Cl 2.377 3.499 1.797
Cl 3.701 5.556 0.168
H 2.680 3.520 -0.518
H 1.481 4.714 0.119
C -3.541 0.363 -5.394
Cl -3.958 -1.386 -5.177
Cl -2.859 0.606 -7.022
H -4.418 1.002 -5.298
H -2.810 0.635 -4.632
C -2.297 4.584 -0.602
Cl -3.402 5.449 0.533
Cl -1.892 5.600 -2.038
H -1.394 4.189 -0.137
H -2.837 3.717 -0.984
C -5.407 1.580 2.856
Cl -4.121 2.503 2.035
Cl -6.542 0.725 1.749
H -4.962 0.925 3.605
H -5.946 2.362 3.390
```

**E**: -255712.3047 eV
**Highest occupied orbital energy (spin up / spin down)**: -10.704 / -10.706 eV
**Frontier orbital gap (spin up / spin down)**: 7.886 / 8.058 eV
**F_max**: 6.3 eV/A
**2S+1**: 4

Record 3
Computed, not measured: the ion C9H10Cl2NO2 with charge +1, with wB97M-V/def2-TZVPD.

```
24
Properties=species:S:1:pos:R:3
C 3.342 0.293 -0.106
C 2.007 -0.478 -0.164
Cl 1.292 -0.479 -1.811
C 0.986 -0.037 0.972
Cl 1.299 1.581 1.651
C -0.464 -0.261 0.568
C -0.989 -1.498 0.859
N -2.240 -1.839 0.536
C -3.049 -0.965 -0.070
C -2.634 0.294 -0.406
C -1.313 0.649 -0.100
C -0.833 2.049 -0.501
O -1.170 3.012 0.133
O -0.040 2.230 -1.596
H 3.672 0.465 0.925
H 3.326 1.200 -0.718
H 4.095 -0.377 -0.551
H 2.262 -1.525 0.052
H 1.187 -0.748 1.787
H -0.358 -2.242 1.348
H -2.564 -2.776 0.754
H -4.055 -1.309 -0.308
H -3.332 0.974 -0.889
H -0.427 1.786 -2.365
```

**Charge**: +1
**E**: -40118.3566 eV
**SMILES**: C[C@H](Cl)[C@@H](Cl)c1c[nH+]ccc1C(=O)O
**Highest occupied orbital energy**: -13.945 eV
**Frontier orbital gap**: 8.913 eV
**F_max**: 2.0 eV/A

Record 4
Computed, not measured: a cluster of 2 separate species, C9H10ClOP in total, with wB97M-V/def2-TZVPD.

```
22
Properties=species:S:1:pos:R:3
C -1.469 -1.977 1.506
O -1.609 -1.214 0.327
P -0.656 -1.479 -1.004
C 0.795 -0.402 -0.595
C 0.622 0.798 0.091
C 1.717 1.574 0.420
C 2.993 1.161 0.064
C 3.170 -0.026 -0.623
C 2.075 -0.809 -0.948
H -0.446 -2.331 1.653
H -2.146 -2.835 1.488
H -1.739 -1.322 2.335
H -1.362 -0.485 -1.696
H -0.377 1.107 0.365
H 1.580 2.504 0.953
H 3.848 1.767 0.325
H 4.164 -0.347 -0.901
H 2.210 -1.741 -1.480
C -2.879 2.047 -0.807
C -3.628 1.195 -0.417
Cl -4.633 0.017 0.087
H -2.232 2.799 -1.141
```

**E**: -33351.0992 eV
**SMILES**: COPc1ccccc1.C#CCl
**Highest occupied orbital energy**: -8.799 eV
**Frontier orbital gap**: 9.552 eV
**F_max**: 0.9 eV/A

Record 5
Computed, not measured: the ion C9H10IN2 with charge +1, with wB97M-V/def2-TZVPD.

```
22
Properties=species:S:1:pos:R:3
I 4.514 0.308 -0.033
C 2.470 0.630 0.605
C 1.360 0.008 -0.383
N 1.531 -1.430 -0.300
C 0.610 -2.308 -0.119
N -0.690 -1.971 -0.107
C -1.050 -0.566 0.060
C -2.417 -0.302 0.289
C -2.772 1.009 0.169
C -1.879 2.010 -0.179
C -0.544 1.800 -0.290
C -0.061 0.444 -0.072
H 2.356 0.186 1.592
H 2.438 1.650 0.756
H 1.422 0.485 -1.345
H 2.459 -1.797 -0.215
H 0.763 -3.443 0.065
H -1.475 -2.614 0.065
H -3.261 -0.943 0.276
H -3.802 1.361 0.230
H -2.202 3.014 -0.470
H 0.230 2.470 -0.593
```

**Charge**: +1
**E**: -20569.1023 eV
**SMILES**: IC[C@H]1[NH+]=CNc2ccccc21
**Highest occupied orbital energy**: -12.691 eV
**Frontier orbital gap**: 8.973 eV
**F_max**: 4.3 eV/A

Record 6
Computed, not measured: a structure of composition C9H10LaN2S, with wB97M-V/def2-TZVPD.

```
23
Properties=species:S:1:pos:R:3
C 0.051 -1.357 -1.632
C -1.291 -1.676 -1.261
C -1.236 -2.485 -0.085
C 0.139 -2.661 0.270
C 0.937 -1.956 -0.686
La -0.345 -0.022 0.751
C -1.229 2.369 -1.272
C 0.147 2.181 -1.515
C 0.858 2.691 -2.587
N 0.903 1.303 -0.523
H -2.091 -2.946 0.418
H -2.192 -1.395 -1.817
H 0.524 -3.258 1.098
H 2.028 -1.905 -0.702
H 0.349 -0.805 -2.525
H -1.828 2.812 -2.069
H 1.894 1.280 -0.780
H -1.675 2.169 -0.287
H 0.343 3.336 -3.298
H 1.908 2.434 -2.724
S 1.996 -0.048 2.567
C 0.505 -0.039 3.190
N -0.695 -0.021 3.314
```

**Charge**: -1
**E**: -24170.2747 eV
**Highest occupied orbital energy**: -1.836 eV
**Frontier orbital gap**: 4.405 eV
**F_max**: 3.5 eV/A

Record 7
Computed, not measured: the ion C9H10N with charge +1, with wB97M-V/def2-TZVPD.

```
20
Properties=species:S:1:pos:R:3
C -2.781 1.959 -0.454
C -1.879 1.306 -0.004
C -0.969 0.312 0.619
C -0.671 -0.994 -0.039
C -0.771 -2.461 0.549
C 0.088 -0.859 -1.384
C 0.858 0.158 -0.951
C 2.057 1.035 -0.713
C 1.684 1.044 0.729
N 0.585 0.126 0.450
H -3.478 2.704 -0.525
H -1.201 0.396 1.650
H -0.560 -2.688 1.531
H -0.110 -3.066 -0.045
H -1.894 -2.783 0.586
H -0.043 -1.216 -2.350
H 2.950 0.325 -0.895
H 2.238 1.948 -1.297
H 2.432 0.711 1.471
H 1.465 2.043 1.074
```

**Charge**: +1
**E**: -10970.4668 eV
**SMILES**: C#C[C@H]1[C@@]2(C)C=C3CC[N@+]312
**Highest occupied orbital energy**: -13.548 eV
**Frontier orbital gap**: 8.690 eV
**F_max**: 4.1 eV/A